Entry 1:
Molecular formula: C38H57BN10S3V
Method: DFT, wB97M-V/def2-TZVPD

Results
Calculated total energy   -114069.5832 eV
⟨S²⟩   0.76
Energy relative to the best compared isomer or geometry (same formula, charge and spin)   0.00 kJ/mol
Total charge   +4
Spin multiplicity   2
Gap between HOMO and LUMO (alpha / beta)   6.6 / 6.0 eV

XYZ file:
```
110
Properties=species:S:1:pos:R:3:mulliken_spin:R:1
C -2.638 -1.044 -3.487 0.00
C -0.750 -1.099 -6.821 0.00
H 0.033 2.402 1.503 0.01
V -0.398 -0.270 0.935 1.05
H 0.492 -0.240 -8.343 0.00
H -2.075 -3.779 1.875 0.00
H 2.522 6.735 -3.132 0.00
H 1.203 -3.312 0.861 0.00
H -1.321 2.606 3.584 0.00
C 1.321 0.018 3.335 0.00
C -1.901 5.227 -2.274 0.00
C -2.011 0.575 3.348 0.00
C -0.088 -2.486 -6.889 0.00
H 1.862 1.927 2.556 0.00
H 4.687 -0.065 0.220 0.00
H 5.971 -2.065 -4.729 0.00
N -0.708 -2.450 0.910 -0.01
H -0.748 -3.275 -6.522 0.00
H -0.731 -2.877 -0.011 0.02
H 3.150 -0.613 -6.756 0.00
C 3.985 0.072 -6.606 0.00
H 5.896 -1.814 -6.459 0.00
H -4.338 -0.753 -2.191 0.00
C 4.804 -0.310 -5.377 0.00
H 3.534 2.962 -5.021 0.00
C -0.703 4.401 -2.638 0.00
S 1.139 0.233 -0.830 -0.03
C 1.808 -2.652 3.720 0.01
N 2.736 0.242 -4.176 0.00
C 3.260 5.943 -3.266 0.00
C 4.422 -0.958 -0.349 0.00
C 4.552 -0.620 -2.872 0.00
H -2.960 0.743 3.861 0.00
C 5.999 0.649 -5.227 0.00
H 6.611 0.593 -6.126 0.00
C -2.018 -1.079 -7.686 0.00
C 0.995 1.457 3.025 0.00
H 3.695 -1.530 0.230 0.00
N -2.158 -0.401 2.237 -0.03
H 3.594 1.088 -6.546 0.00
H 4.625 0.010 -7.486 0.00
H 1.956 4.616 -6.209 0.00
H -2.846 4.742 -2.521 0.00
H 1.124 0.025 -6.715 0.00
C -2.275 -1.803 2.710 0.00
H 0.151 -2.716 -7.927 0.00
H -2.673 -1.932 -7.506 0.00
H 5.572 -0.981 -2.882 0.00
N -0.166 1.599 2.092 0.00
C 0.216 -0.020 -7.312 0.00
C 3.860 3.780 -4.378 0.00
H -2.798 -2.604 0.783 0.00
H 3.202 5.849 -6.017 0.00
C 5.313 -1.750 -5.541 0.00
H -1.725 -1.132 -8.734 0.00
H -1.902 5.455 -1.206 0.00
H 2.944 -2.050 5.440 0.00
C -2.028 -2.738 1.548 0.01
C -2.295 -1.340 -4.794 0.00
H -2.143 2.295 2.059 0.00
H 0.801 2.007 3.949 0.00
H -1.527 -1.953 3.490 0.00
H 4.490 -2.462 -5.619 0.00
N 0.826 -0.884 2.480 -0.04
N 2.081 0.277 -3.024 0.00
C -0.625 3.007 -2.403 0.00
H 1.575 6.169 -5.445 0.00
H 4.191 3.359 -3.425 0.00
C -1.455 1.866 2.792 0.02
H -2.587 -0.157 -7.552 0.00
N 0.448 2.317 -2.779 0.00
S -1.978 0.382 -1.173 0.02
H -1.323 0.145 4.078 0.00
H 2.495 0.370 5.097 0.00
C 1.534 4.187 -3.547 0.00
C 1.045 -2.195 2.664 0.01
H -0.253 0.966 -7.300 0.00
H 0.411 6.026 -3.432 0.00
H 4.136 6.403 -3.721 0.00
C 2.347 -1.720 4.600 0.00
C 3.864 -0.573 -1.681 0.00
H 1.973 -3.712 3.861 0.00
C 0.444 -3.093 1.616 0.00
H -3.021 -0.171 1.745 0.01
H 0.841 -2.511 -6.315 0.00
H 3.552 5.569 -2.283 0.00
C 3.975 -0.217 -4.109 0.00
C 0.403 4.965 -3.218 0.00
H -3.252 -1.995 3.158 0.00
B 0.658 0.774 -2.639 -0.03
H -4.681 -1.610 -3.694 0.00
H 6.643 0.388 -4.385 0.00
N -0.509 0.016 -3.348 0.00
C 2.757 4.814 -4.180 0.00
N 1.532 2.891 -3.329 0.00
H 0.141 -4.048 2.051 0.00
C 2.334 5.392 -5.542 0.00
N -0.221 -0.210 -4.617 0.00
H 4.716 4.264 -4.846 0.00
H -3.833 -2.438 -2.396 0.00
C -1.102 -0.863 -5.367 0.00
C 2.101 -0.368 4.411 0.01
H 5.319 -1.562 -0.465 0.00
C 2.566 -0.099 -1.847 -0.01
S -2.127 2.383 -1.655 0.01
C -3.946 -1.477 -2.903 0.00
C -1.674 -0.310 -2.782 0.00
H 5.672 1.682 -5.108 0.00
H -1.873 6.168 -2.820 0.00
H -2.983 -1.905 -5.409 0.00
```


Entry 2:
Molecular formula: C38H57Cl3FN2O9
Method: DFT, wB97M-V/def2-TZVPD

Results
Calculated total energy   -102015.3699 eV
Total charge   +1
Gap between HOMO and LUMO   7.6 eV

XYZ file:
```
110
Properties=species:S:1:pos:R:3:lowdin_charge:R:1
H 0.145 -1.125 -3.052 0.10
H 6.734 -6.159 1.784 0.06
C 10.157 -4.201 -0.165 -0.02
H -6.327 -2.782 0.523 0.11
C 0.571 -5.136 -0.582 -0.05
H -1.227 5.144 -0.667 0.12
H -2.477 1.642 6.141 0.08
C -2.982 0.699 5.921 -0.04
H 1.332 3.179 -2.479 0.17
C -4.119 2.595 -1.833 -0.39
C 1.084 4.343 0.608 -0.61
H 2.232 -1.596 -3.918 0.14
H -5.565 4.203 -1.981 0.10
H 1.454 6.710 2.958 0.07
C -2.622 2.459 2.027 -0.47
C -2.502 0.072 -2.540 -0.71
C -0.990 1.753 -0.928 -0.17
H -6.430 1.189 -3.679 0.13
Cl 1.850 2.972 1.353 0.84
H 0.782 -0.871 -1.410 0.11
C 0.523 1.642 -1.350 -0.17
C 0.923 -0.647 -2.467 -0.17
C 1.404 5.649 2.731 -0.11
H -4.221 4.545 -0.873 0.08
H -6.517 -3.031 -1.913 0.11
H -2.612 0.379 -0.513 0.14
H 1.643 -3.396 0.083 0.11
C -6.120 -0.650 0.435 -0.08
H 5.395 -4.576 0.090 0.08
H -2.331 3.329 -0.351 0.10
H 0.040 -3.060 -0.554 0.11
H 0.415 1.256 -3.506 0.07
H -1.899 -1.159 8.667 0.08
C 2.266 -1.295 -2.870 -0.06
H 1.978 1.148 -2.777 0.12
N -1.276 2.611 1.557 0.16
C -0.774 4.381 -1.292 -0.24
F -3.455 3.314 1.408 0.13
O 3.539 -2.732 -1.454 0.14
O 3.737 -5.762 2.401 0.06
C 0.682 4.207 -0.847 -0.27
C -3.041 -0.159 7.164 -0.51
O 1.473 -3.388 -2.002 -0.01
H -0.710 2.446 2.387 0.13
H -1.154 -0.376 -1.001 0.12
C -4.906 3.776 -1.229 -0.02
H -1.119 -1.111 7.072 0.08
H 5.286 -3.323 1.339 0.09
H -2.432 0.182 5.133 0.07
O -3.484 -0.583 -2.488 0.10
C 0.932 -3.678 -0.693 -0.22
H 8.021 -4.685 -1.970 0.08
H -3.991 0.905 5.573 0.08
C -6.277 -1.911 -0.113 -0.08
C -1.807 0.461 -1.240 -0.05
H 3.809 -4.013 0.635 0.04
C -6.068 0.463 -0.382 -0.05
C -6.309 -0.932 -2.300 -0.06
C -0.696 4.987 -2.710 -0.04
C 9.118 -5.294 -0.229 -0.50
O -4.766 2.030 -2.944 -0.10
H 6.639 -4.901 3.028 0.09
H -3.994 1.858 -1.032 0.11
C 4.822 -4.233 0.952 -0.02
O -4.093 -0.516 7.633 0.08
Cl -1.862 0.427 -4.167 0.77
H -0.008 -5.459 -1.444 0.08
C 2.515 -2.527 -2.041 -0.49
H 10.998 -4.445 -0.815 0.09
Cl 0.342 6.870 0.537 0.80
H 1.230 5.020 -1.327 0.14
H 1.451 -5.757 -0.443 0.08
C 4.790 -5.299 2.023 -0.50
H -6.760 2.299 -2.369 0.13
O -0.436 0.541 1.076 0.15
C 0.925 0.881 -2.624 -0.15
H 9.293 -5.875 -2.286 0.09
O 8.787 -5.911 0.756 0.06
C -2.754 3.103 -2.329 -0.11
C -6.141 0.336 -1.767 -0.21
H 0.034 5.797 -2.733 0.09
C 8.513 -5.579 -1.583 -0.02
H -5.515 3.473 -0.381 0.07
H 2.390 5.228 2.906 0.08
H -2.969 4.121 -2.627 0.10
H 2.185 2.844 -1.139 0.16
H 7.786 -6.382 -1.496 0.08
H -1.631 5.442 -3.009 0.09
C -1.703 3.114 -1.202 -0.16
H 10.512 -4.094 0.857 0.08
N 1.232 2.976 -1.483 0.11
H 3.111 -0.634 -2.698 0.12
H -6.048 -0.536 1.508 0.11
C -0.870 1.562 0.636 -0.40
C 0.981 5.466 1.308 -0.71
H -6.379 -1.047 -3.373 0.12
H -5.962 1.440 0.069 0.10
H -0.056 -5.263 0.300 0.09
H 1.051 1.097 -0.575 0.12
H 9.726 -3.255 -0.499 0.08
H -0.414 4.258 -3.473 0.09
H 5.949 -6.508 3.339 0.08
H -2.432 2.582 -3.223 0.07
C -6.075 1.516 -2.705 -0.13
C -6.380 -2.048 -1.488 -0.07
H 0.665 5.209 3.400 0.09
H -1.165 0.347 8.078 0.08
C 6.114 -5.747 2.581 -0.02
O -2.994 1.714 2.865 0.21
C -1.720 -0.547 7.787 -0.03
```


Entry 3:
Molecular formula: C38H58AlBr2Cl4N6NaO18PS3
Method: DFT, wB97M-V/def2-TZVPD

Results
Calculated total energy   -329094.6541 eV
Total charge   +1
Gap between HOMO and LUMO   3.1 eV

XYZ file:
```
132
Properties=species:S:1:pos:R:3:lowdin_charge:R:1
C -1.055 2.012 -1.017 -0.25
O -4.752 3.991 -5.565 0.04
C 3.809 -3.044 -1.764 -0.05
Cl -1.976 1.752 4.611 0.49
O -1.468 -0.523 0.040 -0.24
C 1.476 -4.963 3.220 -0.65
S 0.328 -5.259 9.207 0.61
H 3.944 0.519 -0.731 0.10
H -0.733 -2.442 -1.487 0.08
H 9.178 -7.671 2.939 0.03
H 4.395 -4.053 2.961 0.08
N -2.496 1.691 -1.309 -0.04
H -3.282 0.109 -5.249 0.11
H 3.016 -5.473 10.436 0.14
C 4.357 -1.691 -1.235 -0.07
Na -0.003 -0.025 2.014 0.54
H 6.670 -3.717 2.045 0.10
C 0.814 1.077 -4.103 -0.44
O 0.390 0.037 -4.735 -0.02
C -0.178 1.983 -3.178 -0.23
O -0.344 -4.999 7.964 -0.41
N -2.053 1.937 -5.067 -0.07
C 7.577 -3.451 3.977 -0.11
C -4.401 4.991 -4.633 -0.36
O -3.968 1.500 -3.151 -0.09
C -2.515 0.743 -5.837 -0.04
O -2.215 1.874 2.619 -0.31
H 5.929 -3.584 6.941 0.10
H 1.976 1.744 -1.520 0.13
H -2.540 4.487 -6.926 0.09
C 1.914 -0.457 -1.514 -0.10
O 1.735 -4.455 9.198 -0.21
C 1.392 -1.815 -1.998 -0.14
Br 1.638 -3.585 5.728 0.74
H 0.657 -5.747 5.048 0.07
C 0.857 4.094 -3.922 -0.18
C 3.455 -0.444 -1.137 -0.01
O 0.939 -6.760 9.150 -0.18
H 8.203 -3.238 6.023 0.10
C 2.165 4.822 -3.268 -0.19
H -4.037 -1.139 -2.321 0.00
H -1.500 -0.131 0.955 0.00
C -1.552 4.337 -6.342 0.00
C -5.327 1.782 -3.151 -0.19
O -3.095 -1.088 -2.020 -0.25
C 8.702 -6.700 2.815 -1.02
H -6.206 3.821 -1.008 0.11
Br 1.248 -3.414 2.058 0.65
H -2.063 4.099 -3.634 0.11
H -2.302 4.298 -1.862 0.13
S 0.604 3.635 0.307 0.95
C -2.804 3.810 -2.789 -0.04
H 3.548 3.658 -4.694 0.09
C 0.715 -4.798 4.513 -0.64
H -6.305 0.651 -1.421 0.01
H 2.042 4.896 -2.129 0.07
O -2.985 -1.825 5.653 -0.28
H 4.484 4.763 -3.471 0.08
C -6.199 1.728 -1.775 -0.20
Cl 9.858 -5.583 2.080 0.52
H 2.548 -5.096 3.365 0.04
H -4.670 2.866 -0.446 0.07
O 0.245 3.304 -2.914 -0.11
C 3.550 4.106 -3.639 -0.13
P -2.833 0.087 -0.864 0.55
C 5.229 -3.874 3.633 -0.09
H -4.765 4.439 -6.448 0.13
N -0.086 1.327 -1.801 0.03
H -0.736 4.714 -7.071 0.11
H -3.868 5.765 -2.645 0.15
O -0.298 -5.072 10.479 -0.21
H 1.083 -5.806 2.649 0.07
N -0.932 2.955 -0.088 -0.42
H -0.612 -0.987 -2.644 0.03
H 0.635 4.847 -0.412 -0.04
C 5.019 -3.833 5.009 -0.12
H 4.020 -3.977 5.411 -0.03
O -2.165 0.072 6.298 -0.14
C -1.658 1.698 -3.690 -0.11
H -1.790 0.548 -3.552 0.15
H 1.120 0.968 -0.114 0.09
Cl 7.265 -6.890 1.803 0.51
H -7.114 3.416 1.149 0.08
H 8.401 -6.309 3.786 0.02
H 3.688 3.202 -2.927 0.07
C 2.296 -3.098 -2.145 -0.01
C -2.886 2.223 -2.697 -0.34
H -5.918 2.069 1.508 0.04
O -0.408 2.257 -6.706 0.06
C -4.081 4.708 -3.069 -0.05
N -2.109 -0.919 5.555 -0.61
H -1.525 5.045 -5.453 0.05
H 2.864 -7.550 9.162 0.14
C 1.185 0.924 -1.283 -0.18
S -4.255 -0.159 0.542 0.49
N -2.048 3.479 0.604 0.10
C -6.642 2.472 0.698 -0.13
C 6.507 -3.684 3.117 -0.11
H 2.373 -6.678 7.687 0.13
H -7.268 2.027 -2.120 0.14
H -1.695 0.079 -6.260 0.10
H -7.427 1.655 0.534 0.08
H -3.105 1.151 -6.748 0.12
H 5.449 -1.599 -0.907 0.09
C 2.815 -5.376 9.366 -0.16
H -4.372 9.351 -4.088 0.03
C -2.072 2.700 1.678 -0.12
O -5.252 9.111 -4.401 -0.06
H 4.527 -3.924 -1.835 0.09
O -1.202 -1.028 4.719 -0.08
H 2.203 5.874 -3.755 0.12
C 2.317 -6.688 8.779 -0.16
H -0.211 -2.697 -3.262 0.11
H 8.572 -3.298 3.574 0.09
H 3.710 -5.012 8.860 0.13
C -5.788 2.797 -0.661 -0.26
H 0.147 4.983 -4.165 0.11
H -5.845 0.948 -3.783 0.15
Cl -5.579 -1.625 -0.881 0.16
H -5.069 4.392 -2.607 0.09
H -0.292 -4.403 4.375 0.05
C 7.369 -3.416 5.353 -0.09
O -4.342 6.184 -5.075 0.02
C -0.140 -1.979 -2.359 -0.10
Al -2.764 -3.427 7.170 1.04
C -1.312 2.780 -5.969 -0.35
O 2.178 1.318 -4.204 -0.10
H -5.728 2.733 -3.681 0.12
H 1.904 -4.105 -2.509 0.10
H 1.116 3.630 -4.927 0.14
C 6.091 -3.609 5.868 -0.09
H -5.223 8.147 -4.464 -0.01
```


Entry 4:
Molecular formula: C38H58AsClCsN5O4Si3Te
Method: DFT, wB97M-V/def2-TZVPD

Results
Calculated total energy   -160824.2690 eV
Energy relative to the best compared isomer or geometry (same formula, charge and spin)   88.97 kJ/mol
Gap between HOMO and LUMO   7.7 eV

XYZ file:
```
112
Properties=species:S:1:pos:R:3:lowdin_charge:R:1
N 2.189 1.173 2.297 0.16
C -2.675 4.240 0.877 -0.22
H -3.597 4.722 3.885 0.01
C -2.654 -2.616 -7.866 -0.09
H -2.556 -0.428 -3.679 0.01
N 7.860 -2.932 -2.709 -0.35
H 3.349 0.205 5.559 0.09
Cs 0.107 -0.301 -0.411 1.00
N 3.802 1.586 4.019 -0.18
H -2.461 -0.541 -8.375 0.10
C -1.522 -0.990 -6.501 -0.15
C -4.505 0.051 5.221 -0.22
C -2.364 -3.598 -6.930 -0.09
Si -3.831 3.208 1.919 0.24
C -4.418 4.215 3.379 -0.22
H -4.475 -0.026 -0.071 0.07
Si -3.898 -0.348 3.501 0.23
H -1.433 -4.047 -5.051 0.09
O 1.667 -2.474 -1.142 -0.19
H -2.994 3.591 5.612 0.01
H 2.936 -0.825 1.017 0.07
H 6.670 -0.630 -3.267 0.12
C -1.217 -1.974 -5.564 -0.53
H 0.204 0.209 4.144 0.02
H 5.232 -2.211 -6.412 0.10
H 4.204 0.036 -6.313 0.10
H 5.980 1.256 1.390 0.09
C 3.843 -1.932 -1.908 -0.15
C 3.595 -3.168 -5.414 -0.08
Si -1.393 2.127 4.356 0.23
H -6.011 2.101 1.343 0.01
N 4.301 0.254 2.177 -0.16
H 6.307 -0.303 2.159 0.09
H -3.205 -2.867 -8.762 0.10
H -1.583 3.108 6.550 0.04
C 6.449 -2.579 -2.422 -0.15
H 2.083 2.312 5.046 0.06
C 1.772 -1.737 -4.768 -0.51
H 0.166 3.352 2.814 0.03
Cl -7.224 -0.261 -0.773 0.69
H 2.734 3.363 3.770 0.09
H -5.871 3.741 0.722 0.04
H 1.587 1.658 2.956 0.00
C 3.915 -0.364 0.927 -0.07
Te -0.098 -1.492 -3.828 1.41
H 1.843 -3.845 -4.374 0.10
H -2.692 -4.617 -7.092 0.10
H -4.996 1.023 5.274 0.03
C -4.683 -0.585 -3.817 -0.04
C -5.867 -0.539 -3.103 -0.08
C -2.337 2.755 5.840 -0.20
H -3.302 -2.681 4.063 0.04
H -5.989 -1.497 3.034 0.04
C 2.392 -1.596 -1.645 -0.84
N -3.405 -0.236 -1.819 0.08
H -3.702 0.034 5.957 0.02
O 8.537 -2.111 -3.293 0.07
O 2.000 -0.434 -1.955 -0.46
C 4.260 -2.080 -5.955 -0.09
H 5.950 1.122 3.151 0.07
C -2.788 -1.847 3.580 -0.22
C -1.651 -3.278 -5.782 -0.14
H -1.200 0.031 -6.336 0.09
C -5.326 2.807 0.880 -0.21
H -1.870 -1.649 4.132 0.01
H -2.508 -2.160 2.572 0.03
H 4.844 1.135 5.778 0.09
H -4.946 3.608 4.113 0.03
C 3.004 2.664 4.560 -0.09
H -5.050 2.419 -0.098 0.02
H -1.005 4.432 3.559 0.02
H 4.783 -0.176 4.594 0.08
H 6.052 -4.492 -1.557 0.12
H 2.006 0.344 -5.234 0.10
H -2.926 1.988 6.335 0.01
C 5.645 -3.525 -1.814 0.01
H -5.233 -0.713 5.505 0.03
H 3.590 3.199 5.307 0.09
C 4.326 -3.189 -1.561 0.00
C -0.366 3.567 3.742 -0.23
H -4.680 -0.741 -4.887 0.11
C -2.235 -1.312 -7.649 -0.09
H -2.346 3.670 0.007 0.03
H -6.829 -0.658 -3.582 0.11
H 3.863 0.365 0.111 0.10
H 3.649 -3.891 -1.096 0.12
C -0.317 0.718 4.956 -0.23
C 3.358 1.025 2.809 -0.46
H -5.108 4.980 3.014 0.03
H 0.426 1.086 5.667 0.02
H 4.046 -4.152 -5.444 0.11
C -5.784 -0.332 -1.740 -0.64
H 4.649 -1.127 0.670 0.09
C -3.486 -0.426 -3.135 -0.16
C 5.998 -1.325 -2.786 0.01
C -5.391 -0.779 2.467 -0.23
C 2.444 -0.643 -5.301 -0.13
H -1.787 4.552 1.426 0.01
As -2.542 1.296 2.470 0.79
H 0.363 3.855 4.503 0.03
C -4.544 -0.183 -1.138 -0.18
C 5.709 0.606 2.229 -0.06
H -5.120 -1.253 1.525 0.01
C 4.216 0.635 5.040 -0.06
C 2.351 -2.999 -4.818 -0.13
H -6.025 0.076 2.245 0.01
H 4.268 -0.044 -2.796 0.12
H -0.927 -0.020 5.479 0.02
O 8.249 -4.029 -2.363 0.07
C 4.676 -1.007 -2.522 -0.01
H -3.188 5.137 0.521 0.04
C 3.684 -0.818 -5.899 -0.09
```